No. 1
{"formula": "C6H17N2", "method": "ωB97M-V with the def2-TZVPD basis set", "spin_multiplicity": 1, "e_lumo_ha": -0.1019, "orbital_gap_ev": 10.8, "charge": 1, "species": ["C", "C", "C", "N", "H", "H", "H", "H", "H", "H", "H", "H", "H", "H", "N", "C", "C", "C", "H", "H", "H", "H", "H", "H", "H"], "coordinates": [[-1.42921, -1.08499, -2.35769], [-1.44230, -0.67498, -0.88904], [-2.26134, -1.62642, -0.02210], [-0.02193, -0.69312, -0.38447], [-0.86337, -0.39341, -2.98025], [-0.99691, -2.08369, -2.43695], [-2.44524, -1.12425, -2.74130], [-1.77913, 0.35453, -0.77193], [-1.90820, -2.63677, -0.24052], [-3.30943, -1.58849, -0.30723], [-2.17982, -1.34165, 1.02503], [0.64914, -0.40476, -1.09216], [0.12441, -0.06963, 0.46475], [0.21146, -1.65295, -0.13606], [0.14418, 1.37176, 1.59269], [1.15039, 2.11196, 0.81237], [2.79061, 0.23273, 1.29371], [2.46611, 1.38903, 0.72788], [-0.63699, 1.99288, 1.80414], [0.55835, 1.12289, 2.49466], [1.30893, 3.12866, 1.17755], [0.80668, 2.21859, -0.22438], [3.77913, -0.17157, 1.13879], [2.08448, -0.29195, 1.92643], [3.19999, 1.91561, 0.12608]], "forces_ev_per_angstrom": [[-0.021, -0.014, 0.352], [-0.242, 0.130, -0.312], [0.273, 0.391, -0.501], [0.148, -0.163, 0.290], [0.055, 0.033, 0.006], [-0.007, -0.046, -0.174], [-0.046, -0.010, -0.007], [-0.020, 0.022, 0.000], [-0.057, -0.117, 0.443], [-0.034, 0.084, -0.021], [0.019, -0.311, 0.111], [0.034, 0.106, -0.126], [-0.426, 0.038, -0.052], [0.180, -0.050, 0.085], [0.263, 0.044, 0.137], [0.200, -0.238, -0.122], [-0.261, 0.394, -0.191], [0.010, 0.202, -0.001], [0.096, -0.293, -0.092], [-0.211, 0.127, -0.203], [0.065, 0.010, 0.067], [-0.232, 0.105, 0.098], [-0.012, -0.186, 0.158], [0.173, -0.196, 0.056], [0.054, -0.062, -0.001]]}

No. 2
{"formula": "C27H29N2", "method": "ωB97M-V with the def2-TZVPD basis set", "spin_multiplicity": 1, "e_lumo_ha": -0.0767, "orbital_gap_ev": 8.6, "charge": 1, "species": ["C", "C", "N", "C", "C", "C", "C", "C", "C", "C", "C", "C", "C", "C", "C", "C", "C", "C", "H", "H", "H", "H", "H", "H", "H", "H", "H", "H", "H", "H", "H", "H", "H", "H", "C", "C", "C", "C", "C", "C", "C", "C", "N", "C", "C", "H", "H", "H", "H", "H", "H", "H", "H", "H", "H", "H", "H", "H"], "coordinates": [[1.38826, -2.96012, 1.63928], [1.38625, -1.48282, 1.63305], [2.44196, -0.70861, 2.03898], [3.73409, -1.22206, 2.46196], [2.11038, 0.64351, 1.92862], [0.77513, 0.71543, 1.43952], [0.15586, 1.96868, 1.31941], [0.88898, 3.11067, 1.67523], [2.22523, 3.02330, 2.09921], [2.85311, 1.77536, 2.23966], [0.36028, -0.64804, 1.20836], [-0.93998, -1.06807, 0.62338], [-2.13873, -0.87650, 1.54450], [-2.04467, -0.13866, 2.72024], [-3.21347, 0.31724, 3.34349], [-4.45986, -0.09208, 2.86315], [-4.53965, -0.99910, 1.79676], [-3.36909, -1.45077, 1.18649], [0.35504, -3.31285, 1.52608], [1.95872, -3.36139, 0.78938], [1.80834, -3.35723, 2.57414], [4.36914, -0.37029, 2.72204], [3.61940, -1.87829, 3.33648], [4.21324, -1.79556, 1.65259], [-0.88687, 2.06282, 0.99216], [0.41277, 4.08940, 1.61515], [2.77089, 3.93632, 2.33903], [3.87955, 1.67514, 2.58924], [-0.90153, -2.11526, 0.29034], [-1.06718, 0.09462, 3.14189], [-3.13249, 0.98795, 4.20015], [-5.37376, 0.27247, 3.33584], [-5.50920, -1.35390, 1.43753], [-3.40299, -2.22372, 0.40833], [1.47071, -4.41876, -2.04773], [2.32020, -3.35281, -1.73245], [1.80925, -2.05673, -1.64919], [0.43388, -1.83112, -1.77522], [-0.08425, -0.42500, -1.68169], [-0.79964, 0.08405, -2.94719], [-2.17368, 0.60561, -2.51477], [-2.48941, -0.07646, -1.19735], [-1.12580, -0.23924, -0.57181], [-0.41538, -2.89167, -2.12882], [0.10452, -4.18442, -2.23948], [1.87600, -5.42740, -2.14746], [3.38771, -3.51934, -1.56312], [2.46665, -1.19900, -1.46616], [0.73904, 0.24771, -1.40601], [-0.18709, 0.86487, -3.41346], [-0.91096, -0.72280, -3.68596], [-2.13314, 1.69316, -2.35303], [-2.95924, 0.40843, -3.25381], [-3.11223, 0.51781, -0.51736], [-2.93367, -1.06478, -1.32091], [-0.93350, 0.72343, -0.26688], [-1.47435, -2.69800, -2.34148], [-0.56696, -5.00937, -2.48897]], "forces_ev_per_angstrom": [[0.075, -0.396, -0.023], [-0.704, 1.243, -0.544], [0.081, 0.235, 0.012], [0.030, -0.143, 0.006], [-0.478, -0.503, -0.140], [0.455, -0.256, -0.004], [0.485, 0.492, 0.142], [-0.301, -0.315, -0.321], [0.166, -0.603, 0.112], [-0.215, 0.511, -0.037], [0.727, -0.342, 0.597], [-0.173, -1.139, 1.468], [-0.108, -0.718, 0.203], [-0.356, 0.503, -0.061], [0.000, -0.429, -0.034], [0.074, 0.110, -0.132], [0.155, -0.221, 0.191], [-0.171, 0.428, 0.077], [0.342, -0.051, 0.165], [-0.036, 0.053, 0.314], [-0.177, 0.028, -0.274], [-0.082, -0.353, -0.004], [0.103, 0.257, -0.204], [-0.129, 0.233, 0.257], [0.303, 0.141, 0.305], [0.144, -0.258, -0.015], [-0.150, -0.301, -0.043], [-0.243, 0.254, -0.061], [-0.022, 0.337, 0.016], [-0.282, 0.229, -0.286], [-0.104, -0.306, -0.174], [0.285, -0.096, -0.171], [0.325, 0.034, 0.280], [-0.083, 0.458, 0.213], [-0.024, 0.235, 0.204], [-0.042, 0.007, -0.309], [-0.290, -0.024, 0.307], [0.234, -0.292, -0.668], [0.126, 0.056, -0.187], [0.100, -0.128, -0.468], [-0.182, 0.580, -0.054], [0.045, -0.343, -0.103], [-0.298, 1.581, -1.017], [0.366, -0.059, 0.177], [-0.105, 0.082, -0.072], [-0.169, 0.312, 0.069], [-0.368, 0.004, -0.200], [-0.185, -0.393, 0.079], [-0.204, -0.273, -0.025], [-0.264, -0.187, 0.023], [0.127, 0.194, 0.327], [-0.065, -0.254, -0.097], [0.244, 0.109, 0.168], [0.154, -0.284, -0.266], [0.066, 0.153, -0.054], [0.129, -0.257, 0.127], [0.387, -0.188, 0.176], [0.281, 0.251, 0.031]]}

No. 3
{"formula": "C31H38ClLiN4O3S", "method": "ωB97M-V with the def2-TZVPD basis set", "spin_multiplicity": 1, "e_lumo_ha": 0.0056, "orbital_gap_ev": 8.2, "charge": 0, "species": ["Li", "C", "C", "C", "C", "C", "C", "C", "C", "C", "C", "O", "O", "H", "H", "H", "H", "H", "H", "H", "H", "H", "H", "H", "C", "C", "C", "C", "C", "O", "C", "C", "C", "C", "C", "C", "Cl", "C", "C", "C", "N", "C", "N", "C", "N", "H", "H", "H", "H", "H", "H", "H", "H", "H", "H", "H", "H", "H", "H", "H", "H", "H", "H", "H", "H", "H", "H", "S", "C", "N", "C", "C", "C", "C", "H", "H", "H", "H", "H"], "coordinates": [[-2.21836, 2.37367, -1.12039], [5.11253, -0.19921, -0.78369], [3.91733, 0.70474, -0.92647], [3.65719, 1.68511, 0.02440], [2.58440, 2.55624, -0.10067], [2.35707, 3.62552, 0.93522], [1.73058, 2.43799, -1.20323], [1.95011, 1.43972, -2.15401], [1.08211, 1.30466, -3.37990], [3.04591, 0.58951, -2.00023], [0.60239, 3.44419, -1.36911], [0.89480, 4.63234, -1.50408], [-0.58101, 2.97319, -1.33299], [6.00684, 0.37211, -0.53144], [5.30754, -0.74452, -1.70742], [4.95939, -0.93194, 0.01105], [4.32088, 1.78568, 0.87772], [3.05197, 3.51117, 1.76704], [1.33889, 3.57999, 1.32889], [2.48283, 4.61384, 0.49448], [1.40808, 2.00267, -4.15488], [0.04028, 1.52823, -3.15886], [1.15177, 0.29758, -3.79558], [3.23673, -0.16267, -2.76137], [2.07691, -4.46210, -1.04941], [1.62777, -3.60307, 0.13892], [2.61756, -2.44286, 0.30336], [1.71188, -4.45184, 1.41388], [0.17289, -3.04902, -0.06103], [-0.00310, -2.05146, 0.94016], [-0.85862, -4.17709, 0.09829], [-2.35431, -3.84340, -0.01987], [-2.87926, -2.96027, 1.08996], [-3.44720, -1.72152, 0.81235], [-3.88658, -0.87957, 1.82575], [-3.76486, -1.29244, 3.13962], [-4.30051, -0.24963, 4.42204], [-3.22186, -2.53060, 3.44972], [-2.78267, -3.35276, 2.42584], [0.09744, -2.38090, -1.45683], [-0.96911, -1.40388, -1.61414], [-1.07078, -0.18790, -1.07759], [-2.15880, 0.41400, -1.53393], [-2.67736, -0.49728, -2.39569], [-1.99092, -1.61229, -2.47757], [3.07520, -4.85324, -0.84517], [2.14207, -3.89261, -1.97764], [1.42098, -5.31892, -1.21507], [3.61536, -2.85693, 0.46286], [2.36184, -1.82109, 1.15940], [2.67320, -1.79692, -0.57297], [2.76029, -4.64788, 1.64417], [1.22014, -5.41918, 1.30487], [1.27358, -3.92422, 2.26267], [-0.93799, -1.98719, 1.17046], [-0.70135, -4.62044, 1.08119], [-0.62623, -4.95353, -0.63401], [-2.88907, -4.79680, 0.01745], [-2.58901, -3.39878, -0.98596], [-3.54942, -1.40343, -0.21646], [-4.31275, 0.08794, 1.59586], [-3.14208, -2.83981, 4.48271], [-2.35262, -4.31616, 2.67456], [-0.06529, -3.12172, -2.23634], [1.03089, -1.85986, -1.66246], [-0.34473, 0.22625, -0.39687], [-3.57995, -0.33640, -2.96203], [-3.88948, 3.67398, 0.06466], [-2.89371, 4.93314, 0.61744], [-3.21958, 5.54503, 1.78915], [-2.51236, 6.54970, 2.36430], [-1.38202, 7.00962, 1.77045], [-0.98837, 6.41839, 0.55076], [-1.73041, 5.42403, -0.02028], [-4.04701, 5.18698, 2.24680], [-2.90277, 6.93103, 3.29602], [-0.81189, 7.80198, 2.23056], [-0.08277, 6.73326, 0.04734], [-1.40143, 4.95984, -0.93673]], "forces_ev_per_angstrom": [[0.024, 0.102, -0.032], [-0.011, -0.009, 0.005], [-0.010, -0.001, -0.033], [0.002, -0.005, 0.009], [-0.010, 0.030, 0.008], [0.007, -0.011, 0.007], [-0.032, -0.007, -0.054], [0.016, -0.022, 0.025], [0.005, 0.012, 0.001], [0.016, 0.028, 0.003], [0.033, 0.002, 0.057], [0.020, 0.053, -0.029], [0.009, -0.221, -0.002], [-0.001, 0.007, -0.015], [-0.003, -0.007, 0.003], [0.014, 0.013, 0.004], [-0.006, 0.001, 0.002], [-0.006, -0.005, 0.000], [-0.005, 0.010, -0.004], [0.007, 0.006, 0.001], [-0.011, 0.009, 0.000], [0.004, -0.007, 0.002], [0.004, 0.005, 0.000], [-0.003, -0.001, 0.004], [-0.006, -0.012, 0.008], [-0.001, 0.001, 0.012], [-0.011, -0.011, -0.016], [-0.003, 0.008, 0.008], [0.005, -0.004, 0.013], [0.043, 0.005, 0.008], [-0.008, -0.018, 0.005], [-0.009, -0.009, 0.012], [-0.005, -0.003, 0.006], [-0.015, 0.001, -0.002], [-0.005, 0.013, -0.003], [0.003, -0.006, -0.005], [-0.002, 0.000, 0.006], [0.002, 0.001, 0.004], [-0.006, 0.003, 0.003], [0.006, -0.004, -0.016], [-0.023, -0.018, -0.014], [-0.018, 0.009, 0.030], [0.045, 0.032, -0.116], [-0.026, -0.028, 0.067], [-0.002, 0.007, 0.008], [-0.004, -0.009, 0.003], [0.005, 0.011, 0.000], [-0.001, 0.012, -0.007], [-0.011, -0.002, -0.008], [0.001, 0.003, 0.009], [-0.004, -0.001, 0.013], [0.001, 0.006, 0.003], [0.003, 0.002, -0.001], [0.002, -0.005, -0.005], [0.009, -0.002, 0.004], [0.004, -0.013, -0.011], [-0.007, 0.003, 0.001], [-0.003, 0.002, -0.009], [0.006, -0.004, 0.003], [0.001, -0.007, 0.005], [0.005, 0.004, 0.001], [-0.001, 0.000, 0.000], [-0.001, 0.003, -0.001], [0.009, 0.004, -0.004], [-0.002, 0.002, -0.005], [0.006, 0.005, -0.008], [0.012, 0.002, -0.017], [-0.031, -0.024, 0.027], [0.043, 0.019, 0.004], [-0.017, -0.023, -0.026], [0.020, 0.017, 0.006], [-0.017, 0.000, 0.007], [0.002, -0.006, -0.019], [-0.035, 0.013, 0.042], [-0.001, 0.013, 0.010], [-0.006, -0.007, 0.001], [0.000, 0.000, 0.002], [-0.008, -0.004, 0.001], [-0.006, 0.037, 0.002]]}

No. 4
{"formula": "C28H28O6", "method": "ωB97M-V with the def2-TZVPD basis set", "spin_multiplicity": 1, "e_lumo_ha": -0.1078, "orbital_gap_ev": 3.0, "charge": 0, "species": ["C", "O", "C", "C", "C", "C", "C", "C", "C", "O", "O", "C", "C", "C", "O", "C", "O", "C", "C", "H", "H", "H", "H", "H", "H", "H", "H", "H", "H", "H", "H", "H", "H", "H", "C", "O", "C", "C", "C", "C", "C", "C", "C", "C", "C", "C", "C", "C", "C", "H", "H", "H", "H", "H", "H", "H", "H", "H", "H", "H", "H", "H"], "coordinates": [[-6.13218, -1.44023, 3.12519], [-5.41538, -0.22157, 3.42120], [-4.26658, 0.00073, 2.73055], [-3.59123, 1.22091, 2.98616], [-2.43384, 1.51352, 2.29371], [-1.94294, 0.62420, 1.33121], [-0.63505, 0.92246, 0.61497], [0.50976, 0.39441, 1.36924], [0.85362, -0.98953, 1.25519], [0.31504, -1.77843, 0.49093], [1.88121, -1.44221, 2.05265], [2.12543, -0.71690, 3.27869], [1.01921, -0.98149, 4.29161], [3.49128, -1.18322, 3.79698], [2.25221, 0.68903, 3.00077], [1.22854, 1.26187, 2.27038], [0.99870, 2.44877, 2.41113], [-2.57204, -0.59862, 1.11464], [-3.73968, -0.91882, 1.79136], [-7.01823, -1.39992, 3.75530], [-6.41829, -1.47980, 2.06577], [-5.52479, -2.32005, 3.37476], [-4.00215, 1.90576, 3.72371], [-1.87104, 2.42760, 2.49565], [-0.62526, 0.43216, -0.36658], [-0.49223, 2.00721, 0.54238], [0.03946, -0.65279, 3.92049], [0.98257, -2.05488, 4.51378], [1.25116, -0.45155, 5.22346], [4.25981, -0.97770, 3.04932], [3.74554, -0.65261, 4.71653], [3.47508, -2.25503, 4.00216], [-2.12200, -1.31412, 0.42466], [-4.23469, -1.87116, 1.59754], [1.68324, 5.36586, -3.88602], [0.40592, 4.71072, -3.72589], [0.42148, 3.36501, -3.56715], [-0.82668, 2.72687, -3.34806], [-0.86411, 1.37602, -3.13153], [0.32369, 0.56413, -3.12258], [0.16597, -0.81033, -2.81738], [1.12301, -1.84893, -2.66480], [0.62553, -3.18746, -2.56705], [1.47575, -4.27490, -2.48293], [2.86765, -4.08263, -2.50757], [3.38454, -2.78175, -2.54762], [2.53498, -1.68008, -2.58521], [1.54628, 1.22147, -3.44147], [1.60734, 2.59061, -3.61054], [1.44030, 6.41891, -4.00943], [2.30951, 5.21825, -2.99658], [2.20911, 4.98996, -4.77301], [-1.72953, 3.33514, -3.34752], [-1.82223, 0.87960, -2.96601], [-0.87470, -1.13538, -2.73809], [-0.45690, -3.32023, -2.54256], [1.06167, -5.28045, -2.39423], [3.53701, -4.94078, -2.47875], [4.46464, -2.62278, -2.53619], [2.96064, -0.68359, -2.51774], [2.46482, 0.66041, -3.57255], [2.57006, 3.07835, -3.78698]], "forces_ev_per_angstrom": [[0.500, 0.747, 0.188], [-0.681, -0.718, -0.008], [0.891, -0.010, -0.711], [-0.589, -0.837, -0.052], [0.096, -0.134, -0.260], [0.484, -0.089, -0.317], [-0.486, 0.235, 0.040], [1.691, -0.897, 1.160], [-0.360, 1.812, 0.441], [0.080, -0.715, -0.638], [0.285, -0.152, 0.630], [0.300, 0.237, -0.716], [-0.099, -0.017, 0.112], [-0.299, 0.165, -0.242], [0.061, -0.555, 0.401], [-0.910, -0.687, -0.838], [0.356, 0.281, 0.209], [-0.020, 0.331, -0.052], [-0.567, 0.460, 0.730], [0.039, -0.087, -0.072], [0.032, 0.026, 0.195], [-0.136, 0.148, -0.020], [0.033, -0.153, -0.090], [-0.209, -0.210, -0.064], [-0.226, 0.249, -0.066], [-0.157, -0.145, -0.294], [0.278, -0.072, 0.059], [-0.035, 0.199, -0.122], [-0.079, -0.030, -0.228], [-0.118, 0.007, 0.028], [-0.096, 0.010, -0.086], [-0.091, 0.066, -0.052], [-0.113, 0.217, 0.153], [0.167, 0.312, 0.100], [-0.174, -0.086, 0.041], [0.411, -1.201, 0.065], [0.030, 0.348, 0.191], [0.243, 0.247, -0.111], [0.187, -0.308, -0.042], [-0.272, 0.125, -0.184], [0.137, 0.467, -0.131], [0.536, -0.903, 0.261], [0.007, 0.634, 0.026], [0.236, -0.026, -0.060], [-0.561, 0.342, -0.033], [-0.128, 0.192, 0.009], [-0.158, -0.219, -0.060], [-0.047, 0.275, 0.186], [-0.080, 0.090, -0.092], [0.091, -0.108, 0.021], [-0.211, 0.069, -0.165], [-0.193, 0.131, 0.144], [0.224, -0.167, 0.029], [0.255, 0.203, 0.095], [0.245, 0.068, 0.125], [0.300, -0.073, -0.014], [0.145, 0.323, -0.047], [-0.143, 0.215, 0.045], [-0.363, -0.056, 0.085], [-0.036, -0.397, 0.060], [-0.271, 0.167, 0.035], [-0.433, -0.350, 0.001]]}

Record order is preserved below.
Max |F|: 0.692, 1.903, 0.222, 2.238 eV/A